{
  "formula": "C54H46AsBrF3IN8O2Zr",
  "method": "ωB97M-V/def2-TZVPD",
  "lumo_energy_ev": -1.52,
  "e_above_lowest_kcal_mol": 48.7,
  "spin_multiplicity": 1,
  "orbital_gap_ev": 4.75,
  "elements": ["Zr", "C", "C", "C", "C", "C", "N", "C", "C", "C", "C", "C", "C", "C", "C", "N", "C", "N", "C", "N", "C", "N", "C", "N", "C", "N", "C", "C", "C", "C", "C", "C", "C", "C", "C", "C", "C", "C", "C", "C", "N", "H", "H", "H", "H", "H", "H", "H", "H", "H", "H", "H", "H", "H", "H", "H", "H", "Br", "C", "C", "C", "C", "C", "C", "I", "H", "H", "H", "H", "C", "As", "C", "C", "O", "H", "H", "H", "H", "H", "H", "H", "H", "H", "F", "C", "F", "F", "C", "C", "C", "C", "C", "C", "C", "C", "C", "C", "C", "C", "O", "H", "H", "H", "H", "H", "H", "H", "H", "H", "H", "H", "H", "H", "H", "H", "H", "H"],
  "positions_angstrom": [[0.162, -0.513, 0.069], [2.055, 0.368, -6.419], [1.637, 1.675, -6.174], [0.960, 2.013, -5.014], [0.736, 1.007, -4.086], [0.046, 0.959, -2.806], [-0.702, 1.958, -2.387], [-1.540, 1.831, -1.373], [-2.593, 2.805, -1.128], [-2.989, 3.974, -1.764], [-4.140, 4.598, -1.315], [-4.880, 4.080, -0.251], [-4.492, 2.916, 0.391], [-3.344, 2.286, -0.058], [-2.708, 1.035, 0.305], [-3.220, 0.248, 1.230], [-2.799, -0.977, 1.440], [-1.770, -1.625, 0.814], [-1.852, -2.933, 1.162], [-1.041, -3.904, 0.794], [-0.102, -3.736, -0.109], [0.107, -2.629, -0.874], [0.950, -2.992, -1.879], [1.244, -2.304, -2.957], [0.846, -1.059, -3.129], [0.167, -0.281, -2.250], [1.193, -0.302, -4.319], [1.830, -0.642, -5.500], [1.397, -4.363, -1.704], [2.253, -5.171, -2.430], [2.422, -6.475, -1.993], [1.750, -6.954, -0.872], [0.901, -6.142, -0.136], [0.730, -4.839, -0.566], [-2.952, -3.154, 2.086], [-3.444, -4.283, 2.718], [-4.484, -4.109, 3.616], [-5.033, -2.851, 3.854], [-4.579, -1.726, 3.187], [-3.526, -1.892, 2.304], [-1.637, 0.796, -0.500], [2.552, 0.137, -7.349], [1.844, 2.438, -6.910], [0.615, 3.022, -4.836], [-2.428, 4.370, -2.596], [-4.482, 5.501, -1.801], [-5.776, 4.596, 0.065], [-5.058, 2.503, 1.211], [2.121, -1.663, -5.690], [2.761, -4.791, -3.302], [3.084, -7.136, -2.536], [1.890, -7.984, -0.574], [0.387, -6.506, 0.739], [-3.025, -5.254, 2.514], [-4.879, -4.961, 4.149], [-5.833, -2.758, 4.574], [-5.012, -0.752, 3.351], [-0.875, 6.097, 5.465], [-2.342, 6.402, 4.294], [-3.213, 7.442, 4.584], [-4.267, 7.723, 3.734], [-4.450, 6.958, 2.595], [-3.595, 5.904, 2.324], [-2.537, 5.610, 3.171], [-1.301, 3.935, 2.767], [-3.062, 8.029, 5.477], [-4.941, 8.534, 3.966], [-5.262, 7.167, 1.915], [-3.757, 5.290, 1.454], [2.726, 3.258, 1.574], [1.822, 2.758, -0.107], [0.619, 4.255, -0.479], [3.184, 2.963, -1.505], [1.126, 1.293, -0.324], [3.260, 4.188, 1.380], [3.430, 2.490, 1.889], [1.986, 3.414, 2.359], [0.724, 4.558, -1.518], [0.859, 5.086, 0.180], [-0.404, 3.938, -0.309], [3.591, 3.974, -1.490], [2.683, 2.780, -2.457], [3.984, 2.236, -1.374], [0.334, 0.988, 3.803], [0.380, 1.404, 2.506], [-0.558, 0.455, 1.899], [1.579, 0.796, 2.050], [3.659, -0.814, -1.865], [4.433, -1.301, -0.645], [4.625, -0.132, 0.332], [3.804, -2.466, 0.096], [4.501, -3.664, 0.125], [4.210, -4.652, 1.045], [3.306, -4.358, 2.049], [2.560, -3.190, 2.038], [1.874, -2.785, 3.328], [2.613, -1.566, 3.894], [0.391, -2.474, 3.181], [2.666, -2.303, 0.929], [1.806, -1.308, 0.724], [4.193, 0.009, -2.344], [2.675, -0.463, -1.540], [3.540, -1.611, -2.594], [5.426, -1.635, -0.978], [3.653, 0.320, 0.549], [5.280, 0.620, -0.109], [5.068, -0.476, 1.265], [5.320, -3.803, -0.567], [4.756, -5.584, 1.054], [3.213, -5.038, 2.885], [1.980, -3.611, 4.043], [2.719, -0.819, 3.118], [3.607, -1.837, 4.240], [2.054, -1.132, 4.720], [0.251, -1.717, 2.400], [-0.010, -2.095, 4.120], [-0.140, -3.382, 2.910]],
  "lowdin_charge": [1.897, -0.076, -0.078, -0.020, -0.102, -0.303, 0.203, -0.309, -0.117, -0.012, -0.077, -0.105, -0.019, -0.124, -0.292, 0.217, -0.276, 0.056, -0.302, 0.207, -0.270, 0.054, -0.274, 0.203, -0.302, 0.053, -0.101, -0.006, -0.100, -0.006, -0.073, -0.073, -0.004, -0.096, -0.101, -0.005, -0.074, -0.073, -0.003, -0.090, 0.045, 0.102, 0.101, 0.111, 0.112, 0.104, 0.107, 0.119, 0.114, 0.114, 0.102, 0.103, 0.115, 0.113, 0.102, 0.102, 0.114, 0.687, -0.736, -0.140, -0.087, -0.083, -0.148, -0.695, 1.081, 0.097, 0.104, 0.102, 0.055, -0.178, 1.115, -0.194, -0.165, -0.612, 0.045, 0.038, 0.010, 0.040, 0.035, -0.019, 0.044, 0.031, 0.014, -0.007, -0.453, -0.207, -0.149, -0.056, -0.340, -0.054, -0.132, -0.047, -0.085, -0.047, -0.127, -0.338, -0.043, -0.050, -0.250, -0.295, 0.083, 0.049, 0.078, 0.133, 0.048, 0.075, 0.092, 0.112, 0.101, 0.112, 0.132, 0.057, 0.082, 0.079, 0.034, 0.097, 0.072]
}